(1)
{
  "formula": "C7H30O11",
  "method": "ωB97M-V with the def2-TZVPD basis set",
  "total_energy_ev": -30267.86347,
  "mol_weight_g_mol": 290.31,
  "de_lowest_kcal_mol": 1.28,
  "homo_ha": -0.33587,
  "smiles": "Cc1ccccc1.O.O.O.O.O.O.O.O.O.O.O",
  "orbital_gap_ev": 9.199,
  "e_lumo_ev": 0.1,
  "species": ["C", "C", "C", "C", "C", "C", "C", "H", "H", "H", "H", "H", "H", "H", "H", "H", "H", "O", "H", "H", "O", "H", "H", "O", "H", "H", "O", "H", "H", "O", "H", "H", "O", "H", "H", "O", "H", "H", "O", "H", "H", "O", "H", "H", "O", "H", "H", "O"],
  "xyz": [[4.134, 0.129, 0.550], [2.887, -0.659, 0.462], [2.816, -2.018, 0.738], [1.807, -2.845, 0.358], [0.626, -2.129, -0.038], [0.525, -0.758, -0.169], [1.718, -0.008, 0.056], [3.952, 1.183, 0.676], [4.851, -0.174, 1.337], [4.821, 0.043, -0.301], [3.786, -2.472, 1.006], [1.978, -3.918, 0.226], [-0.171, -2.818, -0.262], [-0.294, -0.138, -0.500], [1.847, 1.042, -0.309], [-2.868, 4.575, 0.383], [-2.082, 3.482, 0.882], [-2.457, 3.771, 0.035], [0.985, -0.469, 4.722], [1.598, -0.536, 3.171], [0.842, -0.483, 3.779], [-3.812, 0.847, 2.484], [-2.345, 1.015, 2.041], [-3.055, 0.348, 2.157], [-2.943, 1.391, -2.845], [-3.045, 2.821, -2.256], [-2.676, 2.311, -2.978], [0.550, 2.782, -3.773], [-0.790, 2.273, -3.263], [0.123, 2.462, -2.967], [-2.085, 1.231, 3.901], [-0.759, 1.523, 3.196], [-1.517, 1.988, 3.566], [-0.589, -1.876, 2.769], [-0.821, -3.265, 3.348], [-1.178, -2.646, 2.709], [-2.957, -1.085, -2.668], [-3.780, -0.679, -1.446], [-3.221, -0.290, -2.199], [4.006, -0.388, -2.040], [3.573, -0.301, -3.569], [4.163, -0.673, -2.915], [0.944, 0.923, -3.468], [0.708, -0.660, -3.367], [1.327, 0.040, -3.560], [-3.865, -2.348, 0.114], [-3.186, -1.131, 0.281], [-4.070, -1.409, -0.051]]
}



(2)
{
  "formula": "C33H39N2O2PPdSi",
  "method": "ωB97M-V with the def2-TZVPD basis set",
  "total_energy_ev": -62576.83833,
  "charge": -2,
  "mol_weight_g_mol": 661.17,
  "de_lowest_kcal_mol": 55.02,
  "homo_ha": [-0.03136, -0.02489],
  "orbital_gap_ev": [5.323, 5.142],
  "e_lumo_ev": [4.5, 4.5],
  "species": ["Pd", "O", "C", "O", "C", "P", "C", "C", "C", "C", "C", "C", "C", "C", "C", "C", "C", "C", "H", "H", "H", "H", "H", "H", "H", "H", "H", "H", "H", "H", "C", "C", "C", "C", "C", "C", "N", "N", "Si", "C", "C", "C", "H", "H", "H", "H", "H", "H", "H", "H", "H", "H", "H", "H", "H", "H", "H", "C", "C", "C", "C", "C", "C", "C", "C", "C", "C", "H", "H", "H", "H", "H", "H", "H", "H", "H", "H", "H", "H"],
  "xyz": [[0.563, 0.041, -0.117], [4.849, 1.075, -2.555], [3.704, 0.801, -2.139], [3.170, -0.312, -1.942], [2.821, 2.044, -1.840], [1.052, 1.698, -1.502], [0.354, 1.424, -3.189], [-0.725, 2.137, -3.706], [-1.298, 1.788, -4.924], [-0.796, 0.718, -5.649], [0.277, -0.005, -5.138], [0.842, 0.334, -3.919], [0.490, 3.425, -1.158], [0.716, 4.495, -2.026], [0.315, 5.779, -1.691], [-0.317, 6.018, -0.473], [-0.545, 4.966, 0.398], [-0.144, 3.678, 0.050], [2.931, 2.752, -2.665], [3.218, 2.528, -0.943], [-1.143, 2.967, -3.148], [-2.145, 2.352, -5.299], [-1.244, 0.438, -6.595], [0.667, -0.856, -5.683], [1.653, -0.253, -3.498], [1.205, 4.317, -2.977], [0.496, 6.598, -2.378], [-0.628, 7.023, -0.210], [-1.034, 5.138, 1.350], [-0.306, 2.836, 0.712], [-3.576, 0.670, -1.531], [-3.200, -0.774, -1.300], [-4.169, -1.774, -1.313], [-3.728, -3.084, -1.105], [-2.399, -3.348, -0.892], [-1.449, -2.274, -0.871], [-1.912, -1.006, -1.097], [-0.145, -2.391, -0.654], [0.762, -3.698, -0.083], [-0.006, -4.588, 1.407], [2.449, -3.079, 0.399], [1.037, -5.050, -1.380], [-4.398, 0.972, -0.877], [-3.891, 0.831, -2.565], [-2.708, 1.299, -1.334], [-5.214, -1.538, -1.475], [-4.440, -3.905, -1.112], [-2.057, -4.365, -0.736], [-0.488, -3.879, 2.089], [0.770, -5.120, 1.967], [-0.763, -5.317, 1.103], [2.391, -2.410, 1.262], [2.858, -2.479, -0.421], [3.138, -3.900, 0.625], [0.089, -5.444, -1.761], [1.623, -5.887, -0.985], [1.582, -4.623, -2.227], [-0.585, 1.976, 3.215], [-0.111, 0.550, 2.880], [-1.354, -0.259, 2.477], [0.959, 0.476, 1.774], [0.581, -0.102, 4.079], [0.873, 0.572, 5.262], [1.542, -0.058, 6.309], [1.946, -1.377, 6.188], [1.681, -2.058, 5.005], [1.015, -1.427, 3.968], [-1.227, 2.334, 2.408], [0.250, 2.673, 3.324], [-1.183, 1.994, 4.133], [-1.726, 0.115, 1.519], [-2.146, -0.170, 3.231], [-1.130, -1.316, 2.332], [1.806, 1.102, 2.101], [0.579, 1.607, 5.378], [1.752, 0.494, 7.219], [2.471, -1.868, 7.000], [2.007, -3.084, 4.881], [0.849, -1.953, 3.037]]
}



(3)
{
  "formula": "C26H76F6N14O17SY",
  "method": "ωB97M-V with the def2-TZVPD basis set",
  "total_energy_ev": -112043.63477,
  "charge": 1,
  "mol_weight_g_mol": 1091.94,
  "homo_ha": -0.38600,
  "orbital_gap_ev": 4.844,
  "e_lumo_ev": -5.7,
  "species": ["Y", "C", "F", "F", "F", "S", "O", "O", "O", "C", "O", "O", "C", "F", "F", "F", "C", "C", "H", "H", "H", "H", "H", "H", "C", "C", "C", "O", "C", "N", "H", "H", "H", "H", "H", "H", "H", "H", "H", "H", "H", "C", "C", "C", "O", "C", "N", "H", "H", "H", "H", "H", "H", "H", "H", "H", "H", "H", "C", "C", "C", "O", "C", "N", "H", "H", "H", "H", "H", "H", "H", "H", "H", "H", "H", "C", "C", "C", "O", "C", "N", "H", "H", "H", "H", "H", "H", "H", "H", "H", "H", "H", "O", "H", "H", "O", "H", "H", "O", "H", "H", "C", "O", "N", "N", "H", "H", "H", "H", "C", "O", "N", "N", "H", "H", "H", "H", "C", "O", "N", "N", "H", "H", "H", "H", "C", "O", "N", "N", "H", "H", "H", "H", "C", "O", "N", "N", "H", "H", "H", "H"],
  "xyz": [[0.391, -4.842, 0.457], [4.981, -5.190, -0.925], [5.913, -5.976, -1.407], [5.493, -4.101, -0.390], [4.188, -4.826, -1.933], [3.923, -6.088, 0.348], [4.799, -6.184, 1.501], [2.721, -5.260, 0.632], [3.597, -7.364, -0.255], [1.678, -1.766, -0.821], [0.980, -1.218, 0.276], [1.488, -3.126, -0.715], [1.252, -0.978, -2.084], [1.787, 0.242, -2.065], [1.581, -1.583, -3.228], [-0.075, -0.708, -2.055], [1.521, -0.092, 1.032], [0.449, 0.327, 1.997], [0.435, -0.409, 2.808], [0.630, 1.349, 2.326], [-0.588, 0.292, 1.654], [1.736, 0.746, 0.370], [2.359, -0.503, 1.596], [2.760, -1.580, -0.804], [0.187, -1.576, 6.023], [-0.752, -0.505, 6.608], [-2.158, -1.037, 6.932], [-2.837, -1.416, 5.749], [-4.169, -1.882, 6.086], [-0.131, 0.016, 7.823], [1.149, -1.109, 5.812], [-0.165, -2.077, 5.120], [0.373, -2.314, 6.807], [-0.871, 0.306, 5.887], [-2.650, -0.310, 7.590], [-2.076, -1.954, 7.533], [-4.336, -2.195, 7.118], [-4.620, -2.463, 5.291], [-4.699, -0.919, 6.136], [-0.385, 0.974, 8.029], [-0.504, -0.529, 8.596], [-4.800, 1.765, 1.783], [-3.898, 0.816, 2.560], [-3.173, 1.583, 3.692], [-4.160, 2.174, 4.521], [-3.645, 2.834, 5.639], [-4.717, -0.216, 3.233], [-5.258, 1.382, 0.877], [-4.262, 2.697, 1.619], [-5.601, 2.012, 2.487], [-3.232, 0.276, 1.882], [-2.497, 2.369, 3.328], [-2.561, 0.917, 4.312], [-4.443, 3.493, 5.980], [-2.817, 3.509, 5.388], [-3.264, 2.192, 6.442], [-4.117, -0.817, 3.784], [-5.237, 0.368, 3.884], [3.376, 3.057, -0.434], [4.381, 3.830, -1.303], [4.601, 3.198, -2.670], [5.755, 3.718, -3.295], [6.708, 2.755, -3.656], [3.987, 5.236, -1.404], [3.100, 3.493, 0.530], [3.597, 2.009, -0.216], [2.400, 3.001, -0.938], [5.299, 3.652, -0.723], [3.743, 3.482, -3.292], [4.397, 2.122, -2.622], [6.384, 1.997, -4.370], [7.137, 2.242, -2.785], [7.573, 3.279, -4.066], [3.798, 5.535, -0.452], [4.788, 5.770, -1.722], [-2.817, 0.892, -4.741], [-3.309, -0.517, -5.115], [-3.907, -1.028, -3.777], [-4.471, -2.308, -4.074], [-4.997, -2.918, -2.925], [-4.375, -0.400, -6.104], [-2.062, 0.900, -3.954], [-3.666, 1.409, -4.285], [-2.516, 1.521, -5.578], [-2.547, -1.155, -5.548], [-4.722, -0.426, -3.355], [-3.190, -1.048, -2.946], [-5.970, -2.531, -2.612], [-4.281, -2.871, -2.096], [-5.136, -3.978, -3.150], [-5.235, -0.162, -5.611], [-4.683, -1.312, -6.439], [0.339, 4.801, 1.301], [0.008, 5.249, 2.084], [0.175, 3.869, 1.473], [2.839, 0.614, 4.293], [3.209, -0.219, 4.603], [3.453, 0.914, 3.612], [1.431, -3.441, 2.174], [2.201, -3.585, 2.744], [1.360, -2.476, 2.071], [-1.221, -4.389, -2.705], [-1.083, -4.429, -1.452], [-2.306, -4.880, -3.315], [-0.314, -3.784, -3.499], [-3.064, -5.269, -2.784], [-2.288, -4.863, -4.317], [-0.532, -3.869, -4.474], [0.548, -3.408, -3.146], [3.742, 1.188, -5.240], [2.645, 1.495, -4.761], [4.371, 0.020, -4.963], [4.388, 1.941, -6.156], [3.920, -0.640, -4.363], [5.336, 0.048, -5.241], [5.199, 1.657, -6.672], [3.937, 2.773, -6.495], [0.565, 3.938, 4.855], [1.319, 4.211, 3.922], [-0.214, 4.894, 5.429], [0.427, 2.678, 5.346], [-0.879, 4.705, 6.152], [-0.103, 5.799, 5.006], [-0.264, 2.364, 5.994], [1.036, 2.101, 4.785], [-2.053, 1.697, -0.773], [-2.966, 2.492, -0.555], [-0.772, 2.123, -0.885], [-2.205, 0.348, -0.655], [-0.067, 1.411, -0.850], [-0.529, 3.081, -1.065], [-1.464, -0.328, -0.724], [-3.164, 0.059, -0.559], [0.566, -1.985, -7.323], [1.282, -2.920, -7.690], [0.713, -1.427, -6.114], [-0.290, -1.321, -8.170], [0.224, -0.605, -5.804], [1.243, -1.881, -5.397], [-1.133, -0.939, -7.769], [-0.378, -1.781, -9.062]]
}